Record 1
{
  "formula": "C6H12S",
  "method": "ωB97M-V/def2-TZVPD",
  "largest_force_ev_per_a": 6.19,
  "total_charge": 0,
  "elements": ["C", "C", "C", "C", "C", "C", "S", "H", "H", "H", "H", "H", "H", "H", "H", "H", "H", "H", "H"],
  "coordinates": [[0.123940, -1.093605, 0.727277], [2.804826, -0.669184, 0.276587], [-1.035062, 1.001926, 0.944247], [0.608021, 1.418140, -0.448716], [-1.219930, -0.384537, 0.616350], [-1.831625, -0.571630, -0.702788], [1.336075, -0.240484, -0.290861], [-0.042418, -2.132564, 0.351118], [3.649462, -0.703840, -0.417483], [2.923244, -0.518801, 1.327303], [-0.709133, 1.307322, 1.883252], [-1.580687, 1.867721, 0.442106], [0.304101, 1.766330, -1.461896], [1.178185, 2.205067, 0.093662], [-1.975436, -0.800901, 1.347524], [-2.097403, -1.622331, -0.872246], [-1.200330, -0.213915, -1.438180], [-2.863412, -0.313962, -0.745349], [1.627576, -0.300752, -1.631916]],
  "atomic_forces_ev_per_a": [[0.0, 0.4, -1.4], [0.2, 0.1, -0.7], [1.5, 4.2, -4.3], [-1.5, 0.1, 2.7], [-0.4, -1.3, 1.2], [-2.2, -2.4, 0.3], [-0.9, -0.6, 0.9], [0.9, 0.5, 0.5], [-0.4, 0.3, 0.3], [0.1, -0.2, 0.4], [0.9, 0.1, 1.6], [-0.1, -1.7, 0.8], [0.1, -0.7, 0.7], [-0.2, -0.8, -0.4], [1.0, 0.1, -0.1], [1.2, -0.4, -0.1], [0.8, 0.8, -1.9], [-0.8, 1.8, -0.2], [-0.2, -0.3, -0.1]],
  "mulliken_charge": [-0.81, -0.92, -0.93, -0.82, 0.63, -1.48, 0.54, 0.22, 0.27, 0.29, 0.38, 0.32, 0.34, 0.36, 0.36, 0.38, 0.35, 0.43, 0.10]
}



Record 2
{
  "formula": "C2H24N2O9",
  "method": "ωB97M-V/def2-TZVPD",
  "smiles": "[H]/N=C/NC.O.O.O.O.O.O.O.O.O",
  "largest_force_ev_per_a": 5.37,
  "total_charge": 0,
  "elements": ["C", "N", "C", "N", "H", "H", "H", "H", "H", "H", "H", "H", "O", "H", "H", "O", "H", "H", "O", "H", "H", "O", "H", "H", "O", "H", "H", "O", "H", "H", "O", "H", "H", "O", "H", "H", "O"],
  "coordinates": [[1.307116, -2.308505, -2.349778], [0.200754, -1.869153, -1.419064], [0.076621, -2.265833, -0.100671], [-1.063805, -2.440183, 0.418944], [1.321982, -1.594332, -3.219771], [2.267431, -2.095327, -1.820183], [1.080978, -3.300906, -2.612018], [-0.731956, -1.578671, -1.877137], [1.087783, -2.487264, 0.369872], [-0.998270, -2.955915, 1.323234], [-1.609650, 1.941168, 2.159721], [-2.013522, 3.185239, 1.238412], [-1.474930, 2.988030, 2.027972], [1.475006, 1.798287, -2.309165], [0.345852, 2.248041, -3.339907], [1.357640, 1.985610, -3.275031], [1.085672, 2.567660, 3.099734], [0.228608, 3.113703, 1.843660], [1.190145, 2.753608, 2.025521], [-2.625696, 0.506911, -1.522661], [-3.620969, 1.761616, -1.309148], [-2.713700, 1.481338, -1.433734], [2.162141, -0.343511, 0.375152], [3.413806, -0.161816, 1.207353], [2.665049, -0.839696, 1.037095], [1.403160, -1.500651, 3.293027], [-0.026813, -1.175037, 2.777011], [0.471740, -1.817869, 3.333156], [1.713027, 2.128756, 0.708698], [2.895122, 2.425164, -0.270100], [2.256410, 1.691249, 0.029110], [-2.341437, -0.232683, 1.224835], [-0.924677, 0.455576, 0.817285], [-1.571619, 0.346409, 1.577202], [-2.132357, -1.521476, -0.734971], [-3.501858, -1.690038, -1.720465], [-2.654799, -1.199513, -1.573197]],
  "atomic_forces_ev_per_a": [[-0.4, 3.3, 1.4], [-1.4, 1.2, -0.7], [2.5, -0.9, -1.9], [-0.9, -0.5, 1.3], [-0.2, -0.9, 0.7], [-0.6, -0.8, -0.4], [0.5, -1.3, -0.6], [2.2, -1.0, 0.7], [-1.3, 0.1, -0.3], [0.0, 1.2, -0.7], [0.2, 2.8, -0.7], [0.3, -0.2, 0.5], [-0.7, -2.3, 0.0], [-0.2, 0.2, -1.0], [3.2, -0.8, 0.3], [-3.0, 0.6, 0.9], [0.6, 0.6, -4.4], [1.7, -0.9, 0.5], [-2.8, 0.6, 4.5], [-0.8, 0.4, 0.0], [-0.1, -0.5, -0.1], [0.9, 0.4, 0.1], [0.1, 0.1, 0.1], [-1.9, -1.7, -0.4], [1.8, 1.5, 0.4], [-1.0, -0.3, -0.2], [0.5, -0.5, 0.5], [0.4, 0.9, -0.5], [0.2, -0.1, 0.5], [-1.5, -1.8, 0.6], [1.8, 1.6, -1.9], [2.1, 1.4, 0.7], [-1.3, -0.3, 1.1], [-0.6, -1.3, -1.7], [-1.7, -0.5, -1.1], [1.4, 0.4, 0.6], [0.1, -0.6, 0.9]],
  "mulliken_charge": [-0.85, -0.03, 0.04, -0.72, 0.29, 0.28, 0.36, 0.23, 0.39, 0.30, 0.42, 0.31, -0.76, 0.33, 0.33, -0.67, 0.32, 0.46, -0.77, 0.41, 0.28, -0.66, 0.29, 0.32, -0.62, 0.31, 0.34, -0.64, 0.43, 0.30, -0.70, 0.34, 0.32, -0.69, 0.28, 0.27, -0.82]
}



Record 3
{
  "formula": "C12H8Cl2N4O2",
  "method": "ωB97M-V/def2-TZVPD",
  "largest_force_ev_per_a": 2.65,
  "total_charge": 0,
  "elements": ["N", "C", "C", "C", "C", "N", "C", "O", "C", "Cl", "C", "Cl", "C", "O", "C", "C", "N", "C", "C", "N", "H", "H", "H", "H", "H", "H", "H", "H"],
  "coordinates": [[-3.440689, -1.996669, 2.222218], [-2.430624, -1.392780, 2.239709], [-1.211339, -0.669320, 2.186611], [-1.257919, 0.689189, 1.627564], [-2.319271, 1.470365, 2.291234], [-3.143421, 2.059305, 2.862914], [0.092232, 1.476186, 1.898237], [0.094591, 2.690145, 1.986678], [1.305999, 0.665649, 2.191997], [2.771533, 1.524270, 2.318466], [1.294407, -0.694171, 2.368145], [2.708699, -1.604431, 2.631204], [0.018248, -1.463680, 2.252586], [-0.000042, -2.676309, 2.054885], [0.104582, 0.284826, -1.166865], [-1.295605, 0.774120, -0.983694], [-2.026593, 0.886402, 0.093040], [-3.388190, 1.318908, -0.327312], [-3.294578, 1.469024, -1.849004], [-1.901829, 1.169400, -2.105151], [0.270645, 0.293520, -2.257714], [0.850120, 0.941649, -0.704035], [0.235454, -0.742484, -0.813852], [-4.178372, 0.581644, -0.108356], [-3.677052, 2.270422, 0.135491], [-3.932877, 0.760824, -2.402809], [-3.548680, 2.496507, -2.143286], [-1.570971, 0.845747, -3.009082]],
  "atomic_forces_ev_per_a": [[2.2, 1.5, 0.1], [-2.1, -1.4, -0.3], [0.6, 0.4, -0.9], [-1.4, -0.1, 1.9], [-1.1, 1.2, 1.7], [1.3, -1.0, -1.1], [-0.4, 0.9, 0.0], [-0.1, -1.6, -0.5], [0.1, -1.7, 0.1], [0.2, 0.4, -0.1], [0.0, 1.4, -0.3], [-0.2, 0.1, 0.0], [-1.6, -0.4, -1.6], [0.7, 0.8, 0.9], [0.1, -0.1, -0.2], [0.4, -0.1, -0.3], [1.8, -0.6, -1.1], [-1.0, 0.1, 0.6], [-0.5, 0.3, -0.5], [0.0, -0.3, -0.4], [0.3, -0.1, 0.6], [-0.2, -0.2, 0.0], [-0.1, 0.2, 0.2], [0.7, 0.1, 0.5], [0.3, -0.3, 0.1], [0.1, 0.3, 0.4], [0.1, -0.3, -0.1], [-0.1, 0.3, 0.4]],
  "mulliken_charge": [-0.63, -0.16, -0.24, 1.54, -0.40, -0.56, 0.01, -0.56, 0.38, -0.14, 0.20, -0.11, 0.50, -0.64, -1.05, 0.82, -0.04, -0.70, -0.46, -0.21, 0.39, 0.21, 0.26, 0.28, 0.41, 0.31, 0.30, 0.28]
}



Record 4
{
  "formula": "C4H11N2OPS",
  "method": "ωB97M-V/def2-TZVPD",
  "smiles": "CN(C)[P@@H](=O)NCC=S",
  "largest_force_ev_per_a": 4.21,
  "total_charge": 0,
  "elements": ["C", "C", "C", "C", "N", "N", "O", "P", "S", "H", "H", "H", "H", "H", "H", "H", "H", "H", "H", "H"],
  "coordinates": [[-2.352734, -0.047524, -0.449445], [-3.351520, -1.096974, -0.870660], [1.174264, -0.314015, -0.637707], [1.685017, 1.144665, 1.167263], [-1.866822, -0.148554, 0.936907], [0.738854, 0.297924, 0.555220], [-0.134448, -0.214939, 2.874726], [-0.372446, -0.496210, 1.487579], [-3.922205, -2.228739, 0.087002], [-1.561357, -0.167555, -1.081319], [-2.545899, 1.008158, -0.557988], [-0.289426, -1.890168, 1.056614], [-3.783363, -1.055147, -1.905761], [0.792932, 0.185350, -1.650653], [2.343027, -0.359566, -0.881678], [0.975181, -1.393831, -0.538553], [1.443982, 1.161951, 2.280138], [2.763963, 0.836650, 1.022764], [1.654843, 2.195454, 0.709174], [-2.565372, -0.549224, 1.548910]],
  "atomic_forces_ev_per_a": [[-0.5, 0.0, 2.3], [-0.8, 1.1, -0.7], [1.8, -0.6, -3.7], [1.3, 2.5, 1.6], [-1.4, 0.3, -0.3], [0.2, -0.6, -0.8], [-0.3, 0.1, 2.6], [0.4, -1.6, -2.2], [-0.2, -0.7, 0.5], [2.5, -0.5, -1.9], [-1.3, 0.2, -0.6], [0.5, 0.8, 0.4], [0.8, 0.3, 0.8], [0.3, -1.2, 2.0], [-2.2, 0.6, 1.3], [-0.5, 0.3, -0.9], [0.6, 0.4, -1.4], [-1.2, -0.2, 0.2], [-0.1, -1.2, 0.8], [-0.2, 0.0, 0.1]],
  "mulliken_charge": [-0.28, -0.19, -1.04, -0.88, -0.21, 0.19, -0.69, 0.45, -0.24, 0.16, 0.34, 0.01, 0.31, 0.23, 0.30, 0.40, 0.31, 0.29, 0.26, 0.26]
}



Record 5
{
  "formula": "C5H12O",
  "method": "ωB97M-V/def2-TZVPD",
  "smiles": "CCCCCO",
  "largest_force_ev_per_a": 4.64,
  "total_charge": 0,
  "elements": ["C", "O", "C", "C", "C", "C", "H", "H", "H", "H", "H", "H", "H", "H", "H", "H", "H", "H"],
  "coordinates": [[1.626552, 1.591410, 0.892057], [0.845499, 2.734584, 1.393732], [0.951587, 0.811300, -0.176547], [0.378833, -0.709442, 0.008169], [-1.071118, -0.731965, -0.568077], [-1.717577, -2.138040, -0.554163], [2.532278, 2.206605, 0.447629], [2.106731, 1.181887, 1.814005], [0.125936, 3.095950, 0.815546], [0.100632, 1.234211, -0.705239], [1.608321, 0.779371, -1.133833], [1.056886, -1.358172, -0.423679], [0.430524, -0.733574, 1.067448], [-1.852525, -0.158962, 0.130942], [-1.017258, -0.323972, -1.578384], [-1.338998, -2.938277, 0.015052], [-2.105475, -2.371713, -1.510397], [-2.660830, -2.171202, 0.065740]],
  "atomic_forces_ev_per_a": [[1.8, 4.3, -0.1], [-1.0, -0.2, 0.2], [0.3, -2.8, -3.7], [-1.2, 4.4, 0.6], [-0.7, -0.6, 2.7], [-2.4, 1.2, 1.0], [-1.3, -1.7, 0.3], [-1.0, -0.6, -0.8], [1.3, -1.1, 0.3], [-0.2, 1.3, 0.9], [-0.4, -0.1, 1.7], [1.0, -1.6, -0.9], [-0.4, -1.1, 1.1], [2.3, -0.3, -1.7], [-0.4, 0.0, 0.1], [2.0, -1.1, -0.1], [0.1, -0.9, -1.1], [0.3, 1.0, -0.6]],
  "mulliken_charge": [-0.16, -0.57, -0.76, -0.72, -0.33, -1.20, 0.19, 0.31, 0.29, 0.41, 0.29, 0.40, 0.31, 0.16, 0.37, 0.39, 0.30, 0.31]
}



Record 6
{
  "formula": "C6H8N2",
  "method": "ωB97M-V/def2-TZVPD",
  "smiles": "C/C=N/C.C#CC#N",
  "largest_force_ev_per_a": 5.39,
  "total_charge": 0,
  "elements": ["C", "C", "C", "N", "H", "H", "H", "H", "H", "H", "H", "C", "C", "C", "N", "H"],
  "coordinates": [[-0.223920, 1.234742, 1.444288], [-0.438751, -2.352212, 1.143120], [-0.439524, -1.058171, 0.416638], [-0.808404, 0.048785, 0.906318], [-0.661525, -1.212022, -0.640767], [-1.031196, 1.864822, 1.818216], [0.326485, 1.745456, 0.644118], [0.473513, 1.045407, 2.259765], [-1.420453, -2.823303, 1.061037], [0.237901, -3.015977, 0.604334], [-0.134203, -2.246581, 2.179998], [-0.432916, 1.009476, -1.703606], [1.054387, 1.263349, -2.170750], [2.040801, 1.697272, -2.729916], [-1.474974, 0.699445, -2.104716], [2.932781, 2.099512, -3.128077]],
  "atomic_forces_ev_per_a": [[-0.8, -0.2, 0.1], [1.2, -0.5, 0.0], [-3.5, 0.2, 0.6], [2.5, 0.1, -0.4], [0.6, -0.2, -0.7], [0.2, 0.2, -0.1], [-0.1, 0.3, 0.2], [0.1, 0.0, 0.3], [-0.1, 0.2, 0.1], [0.2, -0.3, 0.2], [-0.1, -0.1, 0.1], [4.1, 0.2, -3.5], [-3.1, 0.4, 1.0], [-1.7, -0.8, 1.3], [0.2, 0.4, 1.0], [0.3, 0.0, -0.2]],
  "mulliken_charge": [-0.64, -1.12, 0.10, -0.26, 0.28, 0.27, 0.18, 0.29, 0.28, 0.35, 0.29, -0.03, -0.49, 0.45, -0.37, 0.43]
}



no.,Kohn-Sham gap (eV),molecular weight (g mol⁻¹),HOMO energy (eV)
1,7.999,116.23,-7.5
2,9.395,220.22,-9.2
3,6.599,311.13,-8.2
4,8.738,166.19,-9.2
5,10.642,88.15,-9.6
6,7.985,108.14,-7.6